No. 1
Density functional theory data (the ωB97M-V functional and the def2-TZVPD basis) for a single CH5N3 molecule.

Geometry as XYZ:
```
9
CH5N3, DFT the ωB97M-V functional and the def2-TZVPD basis
H -0.812 -1.427 -0.116
N -1.452 -0.633 -0.029
C -0.916 0.491 0.059
N 0.444 0.596 -0.142
N 1.398 -0.475 0.037
H -1.260 1.483 0.314
H 0.989 1.426 -0.064
H 1.666 -0.379 1.015
H 2.177 -0.462 -0.560
```

Summary:
Orbital gap, eV: 9.8
Relative energy (zero: lowest compared OMol25 entry of this formula, charge and spin), kJ/mol: 238.4
SMILES: [H]/N=C\NN

No. 2
Density functional theory data (the ωB97M-V functional and the def2-TZVPD basis) for a 7-piece molecular cluster, C29H67Cl4NO2 overall.

Geometry as XYZ:
```
103
C29H67Cl4NO2, DFT the ωB97M-V functional and the def2-TZVPD basis
C 2.345 -0.551 -3.744
C 2.518 0.095 -2.453
C 1.251 0.365 -1.679
C 0.346 1.555 -2.104
C 0.959 2.914 -1.736
C 0.097 4.111 -2.037
H 3.246 -0.921 -4.233
H 1.738 0.003 -4.460
H 1.804 -1.492 -3.639
H 3.201 -0.450 -1.801
H 3.056 1.021 -2.654
H 1.475 0.477 -0.618
H 0.690 -0.569 -1.667
H 0.132 1.516 -3.172
H -0.604 1.412 -1.591
H 1.092 2.966 -0.655
H 1.858 3.091 -2.326
H -0.867 4.009 -1.539
H 0.605 4.939 -1.541
H -0.048 4.274 -3.105
C 2.713 -3.720 -1.190
C 2.332 -4.149 -2.608
C 2.238 -5.612 -2.691
C 2.075 -6.118 -4.122
C 2.007 -7.698 -4.273
C 0.653 -8.154 -3.806
H 3.424 -2.894 -1.171
H 3.178 -4.460 -0.538
H 1.884 -3.387 -0.566
H 1.403 -3.648 -2.881
H 3.123 -3.772 -3.257
H 1.398 -5.922 -2.070
H 3.100 -6.133 -2.274
H 1.262 -5.569 -4.597
H 2.937 -5.685 -4.630
H 2.098 -7.818 -5.352
H 2.831 -8.209 -3.776
H 0.488 -7.956 -2.748
H -0.236 -7.752 -4.292
H 0.598 -9.206 -4.086
C -0.198 -1.658 0.967
C -0.561 -1.501 2.438
C 0.148 -2.648 3.233
C -0.031 -2.495 4.802
C 0.772 -3.487 5.676
C 2.300 -3.419 5.436
H 0.842 -1.477 0.695
H -0.768 -0.968 0.345
H -0.418 -2.664 0.607
H -0.349 -0.525 2.876
H -1.649 -1.576 2.447
H 1.223 -2.683 3.054
H -0.266 -3.601 2.902
H 0.150 -1.497 5.200
H -1.098 -2.678 4.926
H 0.616 -3.137 6.696
H 0.440 -4.524 5.609
H 2.783 -4.146 6.089
H 2.759 -3.595 4.463
H 2.716 -2.435 5.654
C -3.698 2.098 6.914
C -3.910 2.309 5.407
C -2.731 2.008 4.451
C -2.890 2.433 2.928
C -1.566 2.431 2.239
C -0.551 3.439 2.831
H -3.216 1.156 7.176
H -4.578 2.144 7.556
H -3.064 2.893 7.306
H -4.863 1.820 5.202
H -4.131 3.359 5.217
H -2.339 0.991 4.432
H -1.905 2.570 4.886
H -3.585 1.718 2.488
H -3.426 3.382 2.924
H -1.099 1.461 2.405
H -1.668 2.392 1.155
H -0.129 3.021 3.745
H 0.205 3.732 2.103
H -0.988 4.351 3.236
Cl -3.101 2.952 -5.777
C -3.060 2.230 -4.126
C -3.905 3.193 -3.214
Cl -4.015 2.519 -1.567
H -2.002 2.158 -3.872
H -3.495 1.233 -4.053
H -4.955 3.292 -3.490
H -3.447 4.182 -3.201
Cl -4.443 7.458 3.494
C -3.815 6.176 2.533
C -3.331 6.695 1.237
Cl -2.848 5.307 0.248
H -4.597 5.436 2.362
H -3.030 5.697 3.118
H -2.513 7.385 1.445
H -4.101 7.305 0.765
C 4.157 2.642 -5.446
N 5.496 2.159 -5.048
O 6.408 2.174 -5.891
O 5.594 1.791 -3.909
H 3.832 3.515 -4.881
H 3.494 1.800 -5.245
H 3.996 2.805 -6.512
```

Summary:
Orbital gap (alpha / beta), eV: 1.8 / 5.8
Total charge: -1
Spin multiplicity: 2

No. 3
Density functional theory data (the ωB97M-V functional and the def2-TZVPD basis) for C39H35ClN2Si2Sn as an isolated structure.

Geometry as XYZ:
```
80
C39H35ClN2Si2Sn, DFT the ωB97M-V functional and the def2-TZVPD basis
C -1.646 -0.362 1.751
C -2.305 0.146 0.584
C -2.193 -0.847 -0.454
H -2.900 1.058 0.529
C -1.418 -1.942 0.069
C -1.103 -1.644 1.435
H -0.622 -2.325 2.138
H -1.658 0.104 2.738
H -2.713 -0.843 -1.415
H -1.217 -2.875 -0.458
Sn 0.138 0.087 -0.252
Si 0.637 0.108 -2.910
C -0.294 1.597 -3.516
C 0.355 2.307 -4.540
H 1.341 1.980 -4.884
C -0.250 3.423 -5.117
H 0.277 3.965 -5.905
C -1.510 3.846 -4.686
H -1.977 4.712 -5.149
C -2.151 3.169 -3.646
H -3.122 3.518 -3.288
C -1.544 2.060 -3.046
H -2.047 1.566 -2.209
C -0.142 -1.455 -3.531
C -1.311 -1.427 -4.311
H -1.807 -0.475 -4.519
C -1.858 -2.618 -4.802
H -2.753 -2.579 -5.424
C -1.275 -3.846 -4.488
H -1.694 -4.768 -4.886
C -0.161 -3.888 -3.645
H 0.271 -4.848 -3.355
C 0.395 -2.705 -3.155
H 1.246 -2.752 -2.470
H 2.117 0.160 -3.118
Si 2.906 0.540 -8.447
C 2.097 -1.099 -8.747
C 1.097 -1.251 -9.721
H 0.767 -0.390 -10.308
C 0.512 -2.504 -9.946
H -0.279 -2.608 -10.693
C 0.940 -3.616 -9.214
H 0.489 -4.592 -9.390
C 1.952 -3.477 -8.257
H 2.296 -4.345 -7.688
C 2.533 -2.226 -8.035
H 3.335 -2.126 -7.301
C 1.698 1.878 -8.875
C 0.430 1.904 -8.281
H 0.134 1.125 -7.575
C -0.463 2.939 -8.578
H -1.446 2.957 -8.099
C -0.092 3.946 -9.476
H -0.791 4.751 -9.705
C 1.172 3.921 -10.076
H 1.462 4.708 -10.778
C 2.065 2.889 -9.775
H 3.053 2.861 -10.239
H 4.126 0.628 -9.286
Cl 3.427 0.720 -6.464
C 0.231 3.910 2.056
C 1.237 3.693 3.008
C 1.924 2.481 3.036
C 1.654 1.530 2.048
N 0.672 1.764 1.114
C -0.064 2.907 1.138
C 2.313 0.222 1.966
C 3.297 -0.213 2.860
C 3.867 -1.473 2.671
C 3.391 -2.314 1.657
C 2.345 -1.882 0.853
N 1.861 -0.615 0.977
H -0.345 4.828 2.023
H 1.469 4.456 3.744
H 2.655 2.230 3.806
H -0.877 2.991 0.410
H 3.575 0.443 3.683
H 4.664 -1.802 3.328
H 3.802 -3.305 1.488
H 1.876 -2.522 0.097
```

Summary:
Orbital gap (alpha / beta), eV: 5.3 / 5.0
Relative energy (zero: lowest compared OMol25 entry of this formula, charge and spin), kJ/mol: 0.0

No. 4
Density functional theory data (the ωB97M-V functional and the def2-TZVPD basis) for a 2-piece molecular cluster, C6H15N3O overall.

Geometry as XYZ:
```
25
C6H15N3O, DFT the ωB97M-V functional and the def2-TZVPD basis
C -0.306 1.524 -1.431
N -0.666 1.743 -0.030
N -1.203 0.645 0.653
C -2.474 0.178 0.431
N -3.227 0.991 -0.371
O -2.833 -0.896 0.873
H -1.043 1.998 -2.086
H 0.670 1.959 -1.653
H -0.287 0.457 -1.661
H 0.136 2.100 0.544
H -0.555 -0.040 1.024
H -2.902 1.940 -0.475
H -4.223 0.836 -0.333
C 2.054 0.243 0.954
C 1.621 -0.916 0.451
C 1.770 -1.272 -0.997
C 0.979 -1.974 1.296
H 2.030 0.439 2.015
H 2.632 0.931 0.357
H 2.161 -0.443 -1.581
H 0.813 -1.594 -1.406
H 2.458 -2.111 -1.099
H 1.024 -1.720 2.354
H -0.079 -2.074 1.042
H 1.450 -2.943 1.129
```

Summary:
Orbital gap, eV: 9.7
Relative energy (zero: lowest compared OMol25 entry of this formula, charge and spin), kJ/mol: 118.7
SMILES: CNNC(N)=O.C=C(C)C

Largest force on an atom, record by record: 3.6, 6.3, 1.8, 1.7 eV/Å
E, record by record: -5586.5050, -86830.8746, -78099.2421, -12982.4378 eV